{"formula": "C23H29NO3", "method": "the ωB97M-V functional and the def2-TZVPD basis", "species": ["O", "C", "C", "C", "C", "O", "C", "C", "C", "C", "C", "C", "C", "C", "N", "C", "C", "C", "C", "C", "C", "C", "C", "C", "O", "C", "C", "H", "H", "H", "H", "H", "H", "H", "H", "H", "H", "H", "H", "H", "H", "H", "H", "H", "H", "H", "H", "H", "H", "H", "H", "H", "H", "H", "H", "H"], "xyz": [[-3.458, -1.902, -1.142], [-2.761, -1.902, 0.079], [-1.297, -1.413, -0.036], [-1.298, -0.008, -0.672], [-1.556, 1.171, 0.272], [-2.762, 1.098, 0.998], [-3.950, 1.358, 0.377], [-4.102, 1.818, -0.925], [-5.371, 2.061, -1.425], [-6.493, 1.852, -0.648], [-6.343, 1.395, 0.652], [-5.086, 1.151, 1.161], [-0.514, -2.387, -0.936], [0.996, -2.169, -0.871], [1.461, -2.266, 0.497], [2.913, -2.311, 0.615], [3.621, -1.063, 0.143], [4.002, -0.927, -1.187], [4.588, 0.234, -1.669], [4.787, 1.273, -0.780], [4.420, 1.152, 0.559], [3.840, -0.005, 1.025], [4.776, 2.431, 1.261], [5.389, 3.260, 0.114], [5.345, 2.474, -1.078], [0.842, -1.243, 1.316], [-0.666, -1.475, 1.358], [-3.045, -2.544, -1.730], [-2.771, -2.907, 0.525], [-3.321, -1.235, 0.735], [-2.067, -0.016, -1.449], [-0.337, 0.185, -1.152], [-1.512, 2.105, -0.305], [-0.780, 1.222, 1.040], [-3.250, 1.992, -1.562], [-5.475, 2.416, -2.440], [-7.477, 2.041, -1.050], [-7.212, 1.226, 1.271], [-4.952, 0.795, 2.172], [-0.721, -3.407, -0.605], [-0.833, -2.284, -1.976], [1.260, -1.197, -1.325], [1.489, -2.952, -1.455], [3.256, -3.174, 0.036], [3.143, -2.493, 1.669], [3.847, -1.753, -1.866], [4.883, 0.329, -2.702], [3.565, -0.096, 2.066], [5.492, 2.261, 2.067], [3.896, 2.916, 1.687], [4.832, 4.183, -0.074], [6.435, 3.519, 0.304], [1.064, -0.229, 0.943], [1.244, -1.329, 2.329], [-1.143, -0.756, 2.024], [-0.838, -2.473, 1.766]], "smiles": "OCC1(CCOc2ccccc2)CCN(Cc2ccc3c(c2)CCO3)CC1", "homo_lumo_gap_ev": 8.9, "homo_energy_ev": -8.2, "relative_energy_kj_mol": 238.31, "charge": 0}

---

{"formula": "C23H30BF4N4OS6SiV", "method": "the ωB97M-V functional and the def2-TZVPD basis", "species": ["V", "S", "C", "S", "S", "C", "C", "N", "C", "C", "C", "O", "C", "C", "C", "C", "N", "C", "H", "H", "H", "H", "H", "H", "H", "H", "H", "H", "H", "H", "H", "H", "C", "Si", "C", "C", "C", "H", "H", "H", "H", "H", "H", "H", "H", "H", "H", "H", "F", "B", "F", "F", "F", "S", "C", "S", "C", "N", "N", "C", "C", "C", "C", "C", "C", "S", "H", "H", "H", "H", "H"], "xyz": [[0.100, -0.088, 0.004], [-2.260, 0.934, 0.310], [-1.082, 1.519, -0.798], [0.423, 2.221, -0.333], [-1.777, 1.683, -2.439], [-1.310, 4.171, 2.715], [-1.673, 3.234, 3.854], [-0.621, 3.081, 4.861], [-0.306, 4.249, 5.680], [1.010, 4.905, 5.288], [0.021, 1.928, 5.175], [0.756, 1.829, 6.149], [-0.223, 0.737, 4.295], [-0.732, -0.439, 4.818], [-0.970, -1.505, 3.964], [-0.688, -1.354, 2.619], [-0.153, -0.237, 2.126], [0.089, 0.783, 2.945], [-2.104, 4.156, 1.967], [-0.400, 3.851, 2.206], [-1.176, 5.197, 3.063], [-1.939, 2.258, 3.457], [-2.562, 3.609, 4.372], [-0.263, 3.934, 6.723], [-1.136, 4.949, 5.573], [1.830, 4.200, 5.417], [1.205, 5.774, 5.921], [0.993, 5.234, 4.249], [-0.948, -0.509, 5.877], [-1.384, -2.434, 4.328], [-0.902, -2.135, 1.901], [0.514, 1.666, 2.485], [3.010, -1.350, 2.969], [2.915, -1.807, 1.135], [1.970, -3.436, 1.010], [4.684, -2.172, 0.578], [2.178, -0.412, 0.158], [3.605, -2.081, 3.525], [2.023, -1.311, 3.438], [3.479, -0.371, 3.105], [2.600, -4.258, 1.364], [1.675, -3.652, -0.018], [1.064, -3.436, 1.622], [5.144, -2.963, 1.179], [5.307, -1.277, 0.657], [4.696, -2.490, -0.468], [2.500, -0.476, -0.890], [2.637, 0.503, 0.556], [0.270, -0.693, -2.113], [-0.246, -2.026, -1.940], [-0.588, -1.960, -0.486], [-1.394, -2.231, -2.645], [0.718, -2.968, -2.140], [1.315, -1.401, -7.879], [0.543, -0.556, -6.678], [1.342, 0.669, -5.728], [-0.120, 0.907, -4.808], [-1.098, 0.164, -5.168], [-0.726, -0.651, -6.220], [-1.731, -1.551, -6.699], [-1.946, -1.697, -8.062], [-2.943, -2.557, -8.496], [-3.718, -3.253, -7.579], [-3.496, -3.085, -6.220], [-2.501, -2.232, -5.769], [-0.144, 2.173, -3.602], [-1.333, -1.153, -8.764], [-3.113, -2.679, -9.558], [-4.496, -3.922, -7.924], [-4.097, -3.623, -5.498], [-2.318, -2.087, -4.715]], "homo_lumo_gap_ev": [7.5, 6.3], "homo_energy_ev": [-5.3, -4.0], "spin_multiplicity": 2, "relative_energy_kj_mol": 0.00, "charge": -1}

---

{"formula": "C23H30ClF2N5OS", "method": "the ωB97M-V functional and the def2-TZVPD basis", "species": ["C", "C", "C", "Cl", "C", "C", "C", "C", "C", "C", "S", "C", "F", "C", "N", "C", "F", "C", "C", "C", "C", "C", "N", "C", "C", "C", "C", "N", "C", "H", "H", "H", "H", "H", "H", "H", "H", "H", "H", "H", "H", "H", "H", "H", "H", "H", "H", "H", "H", "H", "H", "H", "H", "H", "H", "N", "C", "N", "O", "H", "H", "H", "H"], "xyz": [[2.748, 3.056, 1.786], [1.952, 1.777, 2.339], [1.096, 1.063, 1.230], [-0.349, 0.255, 2.067], [1.842, -0.101, 0.482], [3.093, -0.665, 0.981], [3.729, -1.810, 0.229], [5.072, -2.399, 0.770], [4.779, -3.049, 2.183], [6.094, -3.118, 3.101], [6.449, -1.360, 3.634], [3.065, -2.308, -0.952], [3.668, -3.372, -1.612], [1.784, -1.741, -1.517], [1.298, -2.327, -2.685], [0.145, -1.722, -3.006], [-0.490, -2.199, -4.147], [-0.528, -0.583, -2.303], [-1.858, -0.015, -2.888], [-2.844, 0.599, -1.813], [-3.050, -0.281, -0.515], [-4.265, -1.304, -0.595], [-5.067, -1.197, 0.644], [-4.900, -1.930, 1.838], [-5.903, -1.598, 2.855], [-6.757, -0.522, 2.195], [-6.157, -0.355, 0.871], [0.003, -0.014, -1.194], [1.181, -0.624, -0.776], [2.873, 3.789, 2.637], [3.745, 2.768, 1.365], [2.064, 3.558, 1.048], [1.210, 2.206, 3.081], [2.611, 1.095, 2.938], [0.704, 1.809, 0.488], [3.612, -0.324, 1.906], [5.852, -1.592, 0.823], [5.457, -3.201, 0.088], [4.335, -4.081, 2.058], [4.020, -2.453, 2.774], [5.875, -3.716, 4.034], [6.940, -3.560, 2.509], [5.929, -0.509, 2.690], [-1.625, 0.819, -3.618], [-2.372, -0.831, -3.463], [-2.573, 1.670, -1.596], [-3.859, 0.660, -2.319], [-3.291, 0.442, 0.324], [-2.145, -0.848, -0.178], [-4.891, -1.211, -1.521], [-3.815, -2.343, -0.565], [-4.122, -2.698, 2.051], [-6.017, -2.010, 3.881], [-7.644, 0.008, 2.606], [-6.573, 0.385, 0.147], [-0.951, 4.582, -4.429], [-1.691, 4.270, -3.332], [-1.939, 5.312, -2.494], [-2.102, 3.140, -3.114], [-0.605, 5.502, -4.626], [-0.747, 3.836, -5.072], [-2.484, 5.120, -1.671], [-1.612, 6.247, -2.653]], "smiles": "CC[C@H](Cl)c1cc(CCCS)c(F)c2nc(F)c(CCCCn3cccc3)nc12.NC(N)=O", "homo_lumo_gap_ev": 7.1, "homo_energy_ev": -7.7, "charge": 0}

---

{"formula": "C23H30FN4O3Pt", "method": "the ωB97M-V functional and the def2-TZVPD basis", "species": ["Pt", "C", "C", "C", "C", "C", "C", "C", "C", "C", "C", "C", "C", "N", "C", "C", "C", "C", "C", "C", "F", "H", "H", "H", "H", "H", "H", "H", "H", "H", "H", "H", "H", "H", "H", "H", "H", "H", "H", "H", "H", "H", "C", "C", "N", "C", "C", "N", "H", "H", "H", "H", "H", "H", "C", "H", "H", "H", "O", "N", "O", "O"], "xyz": [[0.464, 0.046, 0.115], [-1.480, 4.149, -0.265], [-1.665, 3.325, 1.009], [-2.920, 3.787, 1.754], [-0.443, 3.369, 1.907], [0.039, 4.607, 2.319], [1.150, 4.710, 3.135], [1.795, 3.555, 3.541], [1.344, 2.292, 3.162], [2.186, 1.111, 3.615], [3.181, 0.716, 2.522], [1.456, -0.108, 4.169], [0.201, 2.195, 2.345], [-0.344, 0.933, 1.960], [-1.485, 0.637, 2.634], [-1.805, 1.154, 3.917], [-2.973, 0.846, 4.593], [-3.931, 0.010, 4.037], [-3.683, -0.489, 2.761], [-2.520, -0.171, 2.104], [-2.404, -0.641, 0.826], [-2.352, 4.027, -0.914], [-0.591, 3.851, -0.815], [-1.398, 5.216, -0.035], [-1.811, 2.283, 0.718], [-2.825, 4.832, 2.064], [-3.107, 3.186, 2.646], [-3.797, 3.715, 1.104], [-0.464, 5.504, 1.976], [1.515, 5.681, 3.448], [2.678, 3.626, 4.169], [2.783, 1.505, 4.448], [2.672, 0.385, 1.617], [3.827, -0.099, 2.866], [3.812, 1.562, 2.242], [0.932, -0.642, 3.381], [0.720, 0.165, 4.928], [2.185, -0.781, 4.632], [-1.096, 1.828, 4.381], [-3.132, 1.278, 5.575], [-4.847, -0.233, 4.557], [-4.402, -1.110, 2.239], [-0.393, -2.953, 2.383], [0.915, -2.690, 1.742], [1.202, -1.792, 0.817], [2.546, -1.943, 0.516], [3.072, -2.931, 1.277], [2.028, -3.397, 2.047], [-1.144, -2.340, 1.910], [-0.366, -2.710, 3.447], [-0.680, -4.000, 2.269], [3.024, -1.295, -0.197], [4.066, -3.332, 1.346], [2.065, -4.130, 2.730], [0.928, -0.656, -1.731], [0.698, -1.725, -1.786], [1.970, -0.502, -2.027], [0.295, -0.126, -2.450], [2.865, 1.599, -0.798], [1.911, 2.348, -0.995], [2.033, 3.479, -1.450], [0.716, 2.001, -0.632]], "homo_lumo_gap_ev": 6.1, "homo_energy_ev": -3.7, "relative_energy_kj_mol": 96.06, "charge": -1}